DFT (ωB97M-V with the def2-TZVPD basis set) results for C3H4N4O in the gas phase in a non-equilibrium geometry.

Structure (XYZ):
```
12
Properties=species:S:1:pos:R:3:lowdin_charge:R:1
H -2.367 0.943 -0.153 0.0744
N -2.064 -0.088 -0.016 0.1413
C -0.788 -0.351 0.185 -0.3400
C -0.248 -1.703 0.005 -0.0186
N 1.067 -1.822 0.073 0.1762
C 1.481 -0.508 0.043 -0.5574
O 2.562 0.022 -0.083 0.1181
N 0.440 0.349 0.148 -0.1723
N 0.556 1.714 -0.091 0.0397
H -0.789 -2.620 -0.430 0.1531
H 0.675 2.233 1.024 0.2004
H -0.525 1.831 -0.704 0.1851
```

Its SMILES is [H]/N=C1/C=NC(=O)N1N. The value obtained for the lowest unoccupied orbital energy is -1.40 eV. Its frontier orbital gap is 0.310 Eh.

DFT (ωB97M-V with the def2-TZVPD basis set) results for C4H6O4 in the gas phase in a non-equilibrium geometry.

Structure (XYZ):
```
14
Properties=species:S:1:pos:R:3:lowdin_charge:R:1
C -1.930 0.542 -0.630 -0.1912
O -0.768 0.414 -1.453 -0.0450
C 0.338 0.448 -0.471 -0.2584
O 1.492 -0.308 -0.716 0.0406
C 1.843 -0.545 0.580 -0.2798
O 0.788 -0.553 1.464 0.0311
C -0.273 -0.395 0.569 -0.2378
O -1.477 0.492 0.727 -0.0345
H -2.416 -0.424 -0.976 0.1469
H -2.487 1.521 -0.900 0.1636
H 0.470 1.412 -0.110 0.1647
H 2.652 0.281 1.025 0.1844
H 2.376 -1.538 0.597 0.1507
H -0.609 -1.348 0.294 0.1646
```

Its SMILES is C1O[C@H]2OCO[C@@H]2O1. The value obtained for the lowest unoccupied orbital energy is 0.93 eV. Its frontier orbital gap is 0.403 Eh.

DFT (ωB97M-V with the def2-TZVPD basis set) results for C3H2FIN2 in the gas phase in a non-equilibrium geometry.

Structure (XYZ):
```
9
Properties=species:S:1:pos:R:3:lowdin_charge:R:1
F -1.180 -0.811 1.801 0.0654
C -0.536 -0.345 0.742 -0.2937
C -1.009 0.061 -0.468 -0.0475
N 0.063 0.460 -1.201 -0.0466
N 1.221 0.353 -0.558 -0.0242
C 0.975 -0.136 0.623 -0.7859
I 2.426 -0.539 2.035 0.8567
H -2.010 0.086 -0.853 0.1214
H 0.049 0.872 -2.122 0.1546
```

Its SMILES is Fc1c[nH]nc1I. The value obtained for the lowest unoccupied orbital energy is 0.51 eV. Its frontier orbital gap is 0.349 Eh.

DFT (ωB97M-V with the def2-TZVPD basis set) results for C11H16N4O3 in the gas phase in a non-equilibrium geometry.

Structure (XYZ):
```
34
Properties=species:S:1:pos:R:3:lowdin_charge:R:1
N 1.710 2.032 -1.306 0.0040
C 0.760 1.255 -0.490 -0.3280
C 0.104 0.248 -1.597 -0.0915
C -1.046 0.811 -2.338 -0.3271
C -0.985 1.612 -3.568 0.0237
N -2.383 1.998 -3.695 0.0203
C -3.047 1.510 -2.560 -0.1909
N -2.269 0.754 -1.747 0.0830
C 1.205 0.276 0.471 -0.4742
O 2.313 -0.186 0.299 0.0899
N 0.339 0.007 1.532 -0.0189
C -0.984 0.574 1.947 -0.0889
C -1.486 -0.745 2.642 -0.1260
C -0.108 -1.381 3.291 -0.0736
C 1.003 -0.973 2.279 -0.3115
C 1.293 -2.132 1.389 -0.4768
O 0.639 -2.339 0.417 0.1402
O 2.165 -2.904 2.166 0.0876
H 2.296 1.207 -1.842 0.1194
H 2.547 2.485 -0.568 0.1637
H 0.029 1.828 -0.027 0.1059
H -0.207 -0.703 -1.164 0.0940
H 1.053 -0.192 -2.195 0.1625
H -0.287 1.818 -4.371 0.0972
H -2.873 2.587 -4.360 0.1326
H -3.937 2.010 -2.071 0.1273
H -0.888 1.513 2.642 0.1516
H -1.731 0.516 1.028 0.1478
H -2.304 -0.536 3.427 0.1273
H -1.680 -1.570 2.024 0.0784
H 0.398 -0.674 4.169 0.1529
H 0.035 -2.402 3.787 0.1259
H 2.004 -0.721 2.557 0.1457
H 2.579 -3.600 1.626 0.1265
```

Its SMILES is N[C@@H](Cc1c[nH]cn1)C(=O)N1CCC[C@H]1C(=O)O. The value obtained for the lowest unoccupied orbital energy is 0.81 eV. Its frontier orbital gap is 0.333 Eh.

DFT (ωB97M-V with the def2-TZVPD basis set) results for a molecular structure, C22H37Al2BBeBr2F3NO12S2 in a non-equilibrium geometry.

Structure (XYZ):
```
83
Properties=species:S:1:pos:R:3:lowdin_charge:R:1
C 0.985 -0.607 2.429 -0.3048
C 0.663 -0.638 0.818 -0.2755
C -0.821 -0.083 0.399 -0.2673
C -1.322 1.251 1.209 -0.1602
C -0.709 2.674 0.614 -0.1862
C -1.262 3.054 -0.882 -0.2128
C -2.893 3.053 -1.044 -0.2150
C -3.505 4.479 -1.654 -0.1794
C -4.396 5.182 -0.434 -0.2122
C -5.997 4.827 -0.508 -0.1948
C -6.438 3.454 0.276 -0.2112
C -7.523 3.706 1.510 -0.2184
C -8.471 2.392 1.820 -0.2319
S -10.217 2.531 1.098 0.7173
O -11.214 1.864 2.116 -0.3729
O -10.670 4.023 0.886 -0.3145
N -10.239 1.699 -0.448 -0.2180
S -11.861 1.258 -0.925 0.7620
O -12.406 2.136 -2.113 -0.3121
O -11.882 -0.223 -1.435 -0.3237
H 0.001 -0.883 3.038 0.0921
H 1.844 -1.336 2.750 -0.2835
H 1.315 0.495 2.748 0.1439
H 0.686 -1.790 0.504 -0.0740
H 1.545 -0.143 0.183 0.1348
H -1.625 -0.931 0.478 -0.0440
H -0.758 0.209 -0.757 0.1265
H -2.513 1.263 1.120 0.1272
H -1.090 1.255 2.356 0.1219
H 0.467 2.683 0.571 0.1206
H -1.020 3.544 1.369 0.1413
H -0.835 4.113 -1.218 0.1289
H -0.809 2.270 -1.655 0.0983
H -3.244 2.144 -1.730 0.1153
H -3.404 2.907 -0.001 0.0664
H -4.187 4.230 -2.596 0.1212
H -2.641 5.192 -1.994 0.1071
H -4.306 6.362 -0.584 0.1219
H -3.899 4.952 0.612 0.1145
H -6.378 4.767 -1.631 0.1282
H -6.578 5.718 0.024 0.1213
H -6.966 2.657 -0.439 0.1149
H -5.525 2.877 0.765 0.0973
H -6.884 3.894 2.492 0.1281
H -8.161 4.687 1.315 0.1205
H -7.898 1.427 1.423 0.1248
H -8.597 2.258 2.997 0.1351
H -12.813 1.336 0.116 0.1249
Al -1.013 -2.608 0.188 0.8208
O 0.447 -4.255 2.588 -0.1874
H 0.912 -5.077 2.374 -0.0749
H 0.103 -4.406 3.481 0.0573
C 5.156 -3.308 0.143 0.0024
C 4.246 -2.343 -0.021 0.0009
C 4.610 -0.918 0.101 -0.3616
O 3.777 -0.034 -0.046 0.0730
C 6.019 -0.600 0.409 0.0527
C 6.929 -1.565 0.573 -0.2316
C 6.564 -2.991 0.451 -0.5906
O 7.397 -3.875 0.598 0.0820
H 4.905 -4.358 0.057 0.1120
H 3.209 -2.560 -0.248 0.0758
H 6.269 0.450 0.495 0.1513
H 7.966 -1.349 0.800 0.1239
Br 7.687 -2.086 -1.580 0.9745
C 5.557 -4.985 3.311 -0.2938
O 4.523 -4.849 2.495 -0.3552
H 6.051 -5.971 3.342 0.0952
H 6.426 -4.326 3.142 0.0817
H 5.378 -4.813 4.387 0.0850
Be 2.887 -5.374 1.792 0.7329
Br 1.987 -1.922 4.146 0.6273
B 9.805 -3.488 -4.554 -0.9322
O 10.679 -4.084 -3.537 0.2442
C 11.943 -3.877 -3.931 -0.3604
O 12.924 -4.248 -3.307 0.2063
C 11.952 -3.162 -5.179 -0.3633
O 12.943 -2.819 -5.803 0.2057
O 10.695 -2.919 -5.571 0.2512
F 8.988 -2.441 -3.960 0.0149
F 8.956 -4.511 -5.145 0.1872
Al 0.487 -2.339 -2.321 0.9499
F 7.087 -4.175 -5.657 -0.1010
```

The value obtained for the lowest unoccupied orbital energy is -10.70 eV. Its frontier orbital gap is 0.027 Eh. As for the charge: +2.